Record 1
# C24H56GeOPS2SbTi

C24H56GeOPS2SbTi as an isolated structure (ωB97M-V with the def2-TZVPD basis set, the OMol25 dataset).

Total charge: -2
E_HOMO: 0.5 eV
HOMO-LUMO gap: 0.1506 Eh
LUMO level: 4.6 eV

Structure (XYZ):
```
87
Properties=species:S:1:pos:R:3:lowdin_charge:R:1
Ti -0.19 0.90 0.22 0.3429
C 3.94 1.28 -2.24 -0.1524
C 2.75 1.57 -1.36 -0.7715
S 2.24 0.28 -0.28 0.5728
C 2.11 2.75 -1.40 -0.7717
C 2.53 3.86 -2.32 -0.1602
S 0.70 3.11 -0.40 0.5999
H 4.36 0.31 -1.98 0.0342
H 4.74 2.03 -2.13 0.0585
H 3.67 1.25 -3.30 0.0720
H 3.58 3.79 -2.62 0.0482
H 2.37 4.83 -1.84 0.0456
H 1.92 3.86 -3.24 0.0690
C -2.82 -2.47 -1.80 -0.2321
Ge -3.31 -0.97 -0.61 0.7414
C -4.83 -1.67 0.48 -0.2433
C -4.17 0.39 -1.76 -0.2314
C -1.85 -0.46 0.55 -0.3897
H -3.68 -2.81 -2.38 0.0006
H -2.45 -3.32 -1.21 0.0010
H -2.03 -2.18 -2.50 -0.0089
H -5.66 -2.01 -0.15 -0.0056
H -5.21 -0.89 1.15 -0.0046
H -4.50 -2.51 1.10 0.0013
H -4.94 -0.09 -2.36 0.0009
H -3.44 0.86 -2.43 -0.0027
H -4.64 1.17 -1.16 -0.0071
H -1.16 -1.33 0.59 -0.0088
H -2.23 -0.36 1.56 -0.0536
C -0.26 5.00 3.15 -0.1692
C 0.16 3.55 2.93 -0.3955
P -1.00 2.36 2.08 0.8186
C -2.09 1.95 3.55 -0.3512
C -3.37 1.14 3.42 -0.1430
C -2.27 3.72 1.38 -0.4105
C -3.15 3.09 0.31 -0.2071
H 0.45 5.50 3.82 0.0561
H -1.25 5.08 3.60 0.0499
H -0.28 5.55 2.21 0.0557
H 0.35 3.08 3.90 0.0675
H 1.09 3.52 2.37 0.0368
H -2.35 2.95 3.94 0.0633
H -1.45 1.49 4.30 0.0431
H -4.01 1.51 2.62 0.0487
H -3.15 0.09 3.23 0.0504
H -3.94 1.19 4.35 0.0594
H -1.65 4.49 0.92 0.0328
H -2.88 4.20 2.16 0.0475
H -2.54 2.47 -0.36 0.0305
H -3.66 3.84 -0.32 0.0589
H -3.92 2.44 0.73 0.0399
C 0.41 -5.35 -2.50 -0.2349
C 1.70 -5.04 -1.75 -0.4944
Sb 1.69 -2.94 -1.09 1.3586
C 3.81 -2.85 -0.60 -0.4762
C 4.61 -4.14 -0.71 -0.2214
C 1.93 -2.17 -3.10 -0.4517
C 2.95 -2.88 -3.97 -0.2015
H 0.36 -6.39 -2.84 0.0513
H 0.31 -4.71 -3.39 0.0507
H -0.46 -5.16 -1.88 0.0457
H 2.57 -5.26 -2.38 0.0195
H 1.78 -5.67 -0.86 0.0290
H 3.87 -2.43 0.40 0.0222
H 4.23 -2.08 -1.25 0.0188
H 4.20 -4.93 -0.07 0.0536
H 5.66 -4.00 -0.40 0.0541
H 4.63 -4.53 -1.73 0.0425
H 2.20 -1.13 -2.93 0.0146
H 0.94 -2.14 -3.57 0.0366
H 3.93 -2.91 -3.49 0.0499
H 3.07 -2.37 -4.93 0.0578
H 2.66 -3.91 -4.19 0.0457
C -0.02 -0.55 4.41 -0.1853
O -0.40 -0.36 3.09 -0.2872
C 0.30 0.68 2.33 -0.5244
C 1.72 0.90 2.80 -0.2286
H 0.97 -1.01 4.52 0.0742
H -0.76 -1.23 4.86 0.0801
H -0.01 0.37 5.01 0.0682
H 1.82 1.28 3.84 0.0507
H 2.21 1.61 2.15 0.0271
H 2.32 -0.02 2.73 0.0530
C -0.41 0.50 -1.95 -0.2906
H -0.65 -0.53 -2.24 -0.0552
H 0.47 0.82 -2.50 -0.0416
H -1.25 1.14 -2.27 -0.0378
```

Record 2
# C3H8O2

A single C3H8O2 molecule (ωB97M-V with the def2-TZVPD basis set, the OMol25 dataset).

Total charge: 0
E_HOMO: -10.1 eV
HOMO-LUMO gap: 0.4018 Eh
SMILES: C[C@@H](O)CO
LUMO level: 0.8 eV

Structure (XYZ):
```
13
Properties=species:S:1:pos:R:3:lowdin_charge:R:1
C 0.36 1.19 1.07 -0.0502
C 0.37 0.37 -0.20 -0.4562
O 1.53 -0.44 -0.19 -0.0362
C -0.86 -0.53 -0.33 -0.2154
O -0.62 -1.41 -1.43 -0.0685
H 0.29 0.54 1.95 0.0840
H -0.47 1.91 1.09 0.0829
H 1.30 1.75 1.15 0.0830
H 0.39 1.04 -1.08 0.1453
H 1.38 -1.08 -0.90 0.0835
H -0.99 -1.10 0.60 0.1287
H -1.77 0.06 -0.51 0.1248
H -0.91 -2.29 -1.19 0.0943
```

Record 3
# C51H50F4O3

A 9-piece molecular cluster, C51H50F4O3 overall in a non-equilibrium geometry (ωB97M-V with the def2-TZVPD basis set, the OMol25 dataset).

Total charge: +1
E_HOMO (spin up / spin down): -10.8 / -10.8 eV
HOMO-LUMO gap (spin up / spin down): 0.2294 / 0.0833 Eh
LUMO level (spin up / spin down): -4.6 / -8.6 eV
Spin multiplicity: 2
⟨S²⟩: 0.768

Structure (XYZ):
```
108
Properties=species:S:1:pos:R:3:lowdin_charge:R:1
C -19.89 20.11 -1.16 0.0104
O -18.53 19.53 -1.23 0.0191
C -17.83 18.98 -0.28 -0.6263
O -16.63 18.75 -0.43 0.1281
O -18.59 18.72 0.77 -0.0346
C -18.16 17.76 1.71 -0.0497
H -20.59 19.43 -0.67 0.0448
H -20.42 20.42 -2.06 0.0994
H -19.85 20.99 -0.53 0.0823
H -18.87 17.36 2.44 0.0916
H -17.42 18.43 2.16 0.1040
H -17.62 16.87 1.38 0.1001
F -24.81 22.15 4.50 0.1402
C -25.94 21.69 3.92 -0.1337
C -25.80 20.53 3.08 0.0773
C -26.96 19.98 2.63 0.0166
C -28.24 20.59 2.95 0.0843
C -28.29 21.69 3.83 0.0221
C -27.13 22.29 4.32 0.0772
H -24.83 20.12 2.83 0.1251
H -26.97 19.07 2.05 0.1267
H -29.12 20.06 2.62 0.1368
H -29.25 21.94 4.26 0.1338
H -27.07 23.15 4.97 0.1480
F -23.77 9.78 -0.34 0.1250
C -23.73 11.07 -0.35 -0.3665
C -22.79 11.74 -1.07 0.0206
C -22.98 13.14 -1.37 -0.0573
C -23.98 13.84 -0.80 -0.1306
C -24.94 13.13 -0.09 -0.0688
C -24.82 11.75 0.05 -0.0161
H -21.95 11.19 -1.45 0.1160
H -22.24 13.67 -1.96 0.1020
H -24.03 14.91 -0.86 0.0592
H -25.76 13.75 0.24 0.1028
H -25.68 11.30 0.54 0.1201
F -23.21 26.87 0.08 0.0892
C -22.92 25.75 0.73 -0.3000
C -23.59 25.30 1.84 -0.0243
C -23.13 24.18 2.49 -0.1123
C -22.00 23.52 2.06 -0.0988
C -21.22 24.07 1.05 -0.0706
C -21.68 25.20 0.41 -0.0032
H -24.44 25.90 2.12 0.1197
H -23.59 23.93 3.43 0.0850
H -21.58 22.65 2.55 0.0983
H -20.37 23.51 0.68 0.1023
H -21.12 25.65 -0.40 0.1234
F -19.80 12.46 1.74 0.0482
C -19.58 13.32 0.71 -0.2821
C -19.95 14.64 0.81 -0.0180
C -19.76 15.54 -0.28 -0.0882
C -19.19 15.08 -1.45 -0.0859
C -18.73 13.74 -1.52 -0.0522
C -18.98 12.85 -0.46 -0.0052
H -20.37 14.95 1.76 0.1053
H -20.20 16.53 -0.31 0.0792
H -19.07 15.77 -2.27 0.1050
H -18.28 13.48 -2.46 0.1025
H -18.53 11.86 -0.43 0.1169
C -23.09 14.05 5.78 -0.0682
C -23.50 15.32 6.22 -0.0883
C -23.66 16.35 5.34 -0.1183
C -23.49 16.16 3.99 -0.0858
C -23.36 14.85 3.59 -0.1158
C -23.15 13.82 4.44 -0.1094
H -22.82 13.21 6.41 0.1087
H -23.62 15.40 7.29 0.1032
H -24.06 17.26 5.76 0.0948
H -23.64 16.86 3.18 0.0809
H -23.12 14.59 2.57 0.0905
H -22.78 12.87 4.08 0.1136
C -25.71 24.66 -2.23 -0.1251
C -25.52 23.29 -2.15 -0.0705
C -25.95 22.47 -3.24 -0.0977
C -26.65 22.98 -4.30 -0.1105
C -26.86 24.35 -4.34 -0.0586
C -26.39 25.18 -3.27 -0.0911
H -25.37 25.33 -1.45 0.0954
H -25.08 22.80 -1.29 0.0748
H -25.93 21.39 -3.21 0.0819
H -27.11 22.33 -5.03 0.1055
H -27.29 24.79 -5.23 0.0995
H -26.65 26.23 -3.28 0.1038
C -24.36 17.32 -0.27 -0.0590
C -24.71 18.66 -0.28 -0.0973
C -23.90 19.68 0.28 -0.1052
C -22.63 19.39 0.73 -0.1284
C -22.25 18.09 0.81 -0.0971
C -23.10 17.04 0.32 -0.0425
H -25.06 16.64 -0.71 0.0867
H -25.65 18.99 -0.70 0.0831
H -24.18 20.70 0.07 0.0910
H -21.94 20.13 1.12 0.1042
H -21.28 17.89 1.25 0.0949
H -22.72 16.06 0.57 0.0781
C -24.77 16.38 -4.41 -0.0685
C -25.24 17.49 -3.74 -0.1088
C -26.42 17.43 -3.01 -0.1379
C -27.12 16.24 -2.97 -0.1072
C -26.58 15.04 -3.45 -0.0829
C -25.40 15.10 -4.20 -0.0635
H -23.92 16.48 -5.06 0.0986
H -24.88 18.51 -3.83 0.0980
H -26.80 18.33 -2.53 0.0868
H -27.94 16.26 -2.27 0.0965
H -27.07 14.08 -3.36 0.1032
H -24.98 14.21 -4.63 0.0998
```

Record 4
# C16H19I2N7O6ReS

C16H19I2N7O6ReS as an isolated structure in a non-equilibrium geometry (ωB97M-V with the def2-TZVPD basis set, the OMol25 dataset).

Total charge: +2
E_HOMO (spin up / spin down): -14.4 / -14.4 eV
HOMO-LUMO gap (spin up / spin down): 0.2455 / 0.1938 Eh
LUMO level (spin up / spin down): -7.7 / -9.1 eV
Spin multiplicity: 2
⟨S²⟩: 0.765

Structure (XYZ):
```
52
Properties=species:S:1:pos:R:3:lowdin_charge:R:1
Re -0.14 -0.43 -0.26 1.1851
I -1.17 2.68 2.35 0.8572
C -2.22 0.95 3.03 -1.0043
I -1.99 -0.83 1.76 1.0046
H -3.28 1.18 3.07 -0.0199
H -1.85 0.67 4.01 -0.0212
N 1.45 0.40 1.06 -0.1015
C 2.78 0.24 0.44 -0.0969
C 2.66 -0.06 -1.09 -0.6215
O 3.62 0.05 -1.80 0.1436
O 1.47 -0.40 -1.46 -0.1599
H 1.30 1.39 1.29 0.0306
H 1.45 -0.10 1.95 0.1064
H 3.31 -0.62 0.86 0.1411
H 3.40 1.13 0.56 0.1388
O -5.77 2.92 -4.23 -0.1532
S -5.70 3.77 -5.39 0.5373
O -6.60 4.86 -5.49 -0.1120
O -5.12 3.18 -6.57 -0.1238
C -4.01 4.68 -5.05 -0.3546
N -3.59 5.75 -5.64 0.1529
C -2.37 6.15 -5.31 -0.0524
C -1.61 5.46 -4.36 0.0464
C -2.19 4.33 -3.78 -0.1948
N -3.40 3.94 -4.19 0.1127
C -1.64 3.45 -2.75 -0.1028
C -2.53 2.56 -2.14 0.0265
C -2.05 1.59 -1.30 -0.1669
N -0.74 1.43 -1.03 -0.1590
C 0.10 2.34 -1.54 -0.0911
C -0.30 3.36 -2.39 0.0506
H -2.00 7.03 -5.82 0.1294
H -0.63 5.81 -4.08 0.1147
H -3.59 2.62 -2.37 0.1218
H -2.73 0.88 -0.84 0.0870
H 1.15 2.25 -1.28 0.1213
H 0.44 4.04 -2.78 0.1303
C -2.18 -4.04 -4.26 0.0128
N -1.67 -3.35 -3.10 -0.0679
C -0.97 -4.01 -2.01 0.0131
C -0.60 -2.83 -1.16 -0.4785
O 0.05 -2.72 -0.13 -0.0461
N -1.12 -1.70 -1.72 0.0284
C -1.70 -2.04 -2.89 -0.3414
N -2.23 -1.15 -3.72 0.2670
H -1.91 -5.10 -4.19 0.1096
H -1.73 -3.64 -5.18 0.1091
H -3.26 -3.97 -4.33 0.1100
H -0.09 -4.54 -2.37 0.1664
H -1.61 -4.71 -1.47 0.1651
H -2.14 -0.17 -3.52 0.1165
H -2.59 -1.42 -4.62 0.1333
```

Record 5
# C11H17N3

C11H17N3 as an isolated structure in a non-equilibrium geometry (ωB97M-V with the def2-TZVPD basis set, the OMol25 dataset).

Total charge: 0
E_HOMO (spin up / spin down): -6.8 / -9.7 eV
HOMO-LUMO gap (spin up / spin down): 0.2705 / 0.2653 Eh
LUMO level (spin up / spin down): 0.6 / -2.4 eV
Spin multiplicity: 3
⟨S²⟩: 2.012

Structure (XYZ):
```
31
Properties=species:S:1:pos:R:3:lowdin_charge:R:1
C -0.29 -1.97 -1.21 -0.2401
C -0.70 0.92 -2.40 -0.1890
C -2.07 1.11 -1.89 -0.2592
C 0.30 0.53 -1.23 -0.1481
C -2.31 0.97 -0.41 -0.1802
C -0.02 -0.78 -0.48 -0.2150
C -1.86 -0.37 0.05 -0.2670
C 2.28 -0.63 0.43 -0.0655
C 0.84 -2.43 1.33 -0.0599
C 0.38 0.08 1.93 -0.0086
C 0.85 -0.97 0.83 -0.4880
N -0.50 -2.98 -1.71 0.2004
N -2.79 -1.45 -0.03 0.0665
N -2.48 -1.16 1.10 0.0848
H -0.76 0.00 -3.04 0.1275
H -0.31 1.77 -2.97 0.1115
H -2.38 2.25 -2.21 0.1594
H -2.82 0.63 -2.51 0.1091
H 1.25 0.45 -1.89 0.1421
H 0.61 1.23 -0.43 0.1131
H -1.92 1.89 0.29 0.1691
H -3.47 1.18 -0.38 0.1519
H 2.88 -0.81 1.25 0.0694
H 2.37 0.41 0.34 0.0628
H 2.63 -1.16 -0.41 0.0910
H 1.35 -2.50 2.35 0.1072
H -0.09 -3.05 1.31 0.0893
H 1.38 -3.05 0.58 0.0832
H 1.27 0.46 2.46 0.0951
H -0.14 -0.40 2.65 0.0400
H -0.14 0.88 1.48 0.0472
```

Record 6
# C7H8Br6Cl6O3

C7H8Br6Cl6O3 as an isolated structure in a non-equilibrium geometry (ωB97M-V with the def2-TZVPD basis set, the OMol25 dataset).

Total charge: -1
E_HOMO (spin up / spin down): -1.0 / -5.7 eV
HOMO-LUMO gap (spin up / spin down): 0.1101 / 0.2822 Eh
LUMO level (spin up / spin down): 2.0 / 2.0 eV
Spin multiplicity: 2
⟨S²⟩: 0.755

Structure (XYZ):
```
30
Properties=species:S:1:pos:R:3:lowdin_charge:R:1
C -0.73 4.83 3.26 -1.5295
Br -0.86 6.77 3.04 0.4832
Br -2.53 4.07 3.37 0.4747
Br 0.31 4.30 4.92 0.4542
H -0.21 4.49 2.36 -0.1235
C 0.74 1.19 -0.57 -1.6135
Br 2.04 0.34 0.68 0.3969
Br 1.52 1.83 -2.22 0.3937
Br -0.19 2.69 0.36 0.3250
H 0.00 0.45 -0.89 -0.1104
C -3.72 -0.07 -0.37 -1.4896
Cl -2.70 0.76 -1.59 0.5461
Cl -2.82 -0.23 1.18 0.5259
Cl -4.42 -1.55 -0.98 0.5530
H -4.56 0.60 -0.19 0.0061
C 4.85 -0.36 3.14 -1.4989
Cl 5.55 -1.98 3.52 0.4744
Cl 5.95 1.05 2.92 0.4846
Cl 3.58 0.05 4.31 0.4801
H 4.31 -0.42 2.19 -0.0737
C -0.82 -3.53 -3.56 -0.1168
C -1.52 -2.42 -2.70 -0.1339
O -0.39 -1.93 -1.99 0.0271
C 0.74 -2.61 -2.17 -0.4894
O 1.77 -2.41 -1.50 0.0842
O 0.49 -3.65 -3.03 0.0425
H -0.73 -3.33 -4.63 0.1232
H -1.37 -4.46 -3.42 0.1196
H -2.30 -2.79 -2.05 0.0741
H -1.96 -1.69 -3.38 0.1105
```